A.
ORCA calculation (the ωB97M-V functional and the def2-TZVPD basis) on a cluster of 2 separate species, C4H11NO3 in total.

XYZ file:
```
19
C4H11NO3 | the OMol25 dataset | the ωB97M-V functional and the def2-TZVPD basis
O 0.4712 2.1893 -1.3360
O -2.1538 -0.9235 0.7584
O 0.4770 -1.9818 -2.2908
N -0.0875 -0.4058 0.0829
C -1.0709 -0.4975 1.0620
C 1.0753 1.7885 -0.1538
C 1.1889 0.2648 -0.0877
C -0.5772 -0.2053 2.4507
H 0.2005 0.6345 2.6284
H 1.7950 -0.2210 -0.8411
H 1.1985 2.3909 -1.9812
H 0.4729 1.9031 0.7805
H 0.0014 -2.7361 -1.9664
H 1.1917 -1.7993 -1.7516
H 2.1181 2.2946 -0.1702
H -1.5446 -0.0280 3.0202
H -0.1970 -1.0798 2.9476
H 1.7806 0.0427 0.8313
H -0.4198 -0.8545 -0.7951
```

Highest occupied orbital energy in eV: -9.31
HOMO-LUMO gap in eV: 9.89
SMILES: CC(=O)NCCO.O
LUMO energy in eV: 0.5757

=====

B.
ORCA calculation (the ωB97M-V functional and the def2-TZVPD basis) on a cluster of 2 separate species, C4H11NO3 in total.

XYZ file:
```
19
C4H11NO3 | the OMol25 dataset | the ωB97M-V functional and the def2-TZVPD basis
O -1.4214 -1.0198 -1.6286
O 0.8372 2.1722 1.3408
O -1.7309 -2.9950 0.4435
N 0.2964 0.2726 -0.6968
C -0.2210 0.1499 0.6407
C 1.7505 0.2550 -0.8396
C -0.3151 -0.5636 -1.6508
C -0.4832 1.5075 1.3153
H 2.0149 0.2565 -1.8886
H 2.2460 -0.5555 -0.3034
H -1.3342 -3.3725 -0.3243
H 0.4094 -0.6978 -2.4729
H -1.1553 2.1354 0.7450
H -1.1752 -0.4018 0.7492
H -0.6995 1.3950 2.3818
H 0.3526 -0.5706 1.2490
H 0.6331 3.1012 1.2928
H -2.1798 -2.2275 0.0545
H 2.1755 1.1588 -0.4077
```

Highest occupied orbital energy in eV: -9.78
HOMO-LUMO gap in eV: 10.56
SMILES: CN(C=O)CCO.O
LUMO energy in eV: 0.7851

=====

Going by the energies, B is most stable and the next is 0.274 eV up.

=====

A.
ORCA calculation (the ωB97M-V functional and the def2-TZVPD basis) on a cluster of 2 separate species, C4H11NO3 in total.

XYZ file:
```
19
C4H11NO3 | the OMol25 dataset | the ωB97M-V functional and the def2-TZVPD basis
O -0.8103 -3.0217 0.2591
O 1.8132 -1.8872 0.9111
O 2.4553 0.2066 0.7034
N 0.8898 -0.7241 -0.8094
C 0.1704 0.5543 -0.9744
C -1.2104 2.2488 0.4585
C 1.6984 -0.8381 0.3136
C -0.9096 0.8025 0.0756
H 0.9427 1.3205 -1.0037
H -0.6720 0.2798 1.0042
H -1.2355 -3.8519 0.0329
H 0.1413 -3.1498 0.3868
H -1.8234 2.7237 -0.3123
H -0.2997 0.5358 -1.9551
H -1.8006 0.2831 -0.2832
H 2.4483 0.9250 0.0728
H 0.3166 -1.5553 -0.7444
H -0.3167 2.8746 0.4925
H -1.7977 2.2735 1.3720
```

Highest occupied orbital energy in eV: -10.02
HOMO-LUMO gap in eV: 10.70
SMILES: CCCNC(=O)O.O
LUMO energy in eV: 0.6789

=====

B.
ORCA calculation (the ωB97M-V functional and the def2-TZVPD basis) on an isolated molecule of C4H11NO3.

XYZ file:
```
19
C4H11NO3 | the OMol25 dataset | the ωB97M-V functional and the def2-TZVPD basis
O 0.2592 0.4061 -1.5421
O -0.0840 -1.9121 -0.1188
O 2.4790 -0.8514 -0.1538
N -0.2633 1.7727 0.2640
C 1.8080 0.1897 0.4882
C 0.1898 0.4876 -0.1591
C -2.1751 -0.4216 -0.1762
C -0.5388 -0.6929 0.3631
H 0.8760 1.0755 -1.8609
H -0.5751 -0.7356 1.4499
H 0.4759 2.4031 0.5530
H -2.8202 -1.0394 0.4450
H 2.3571 1.1093 0.2672
H -0.9130 1.7994 1.0395
H 1.7638 0.0605 1.5788
H -2.5457 0.5970 -0.1218
H -2.2097 -0.7511 -1.2114
H -0.0439 -1.8377 -1.0834
H 1.9599 -1.6592 -0.0212
```

Highest occupied orbital energy in eV: -8.85
HOMO-LUMO gap in eV: 9.64
SMILES: C[C@@H](O)[C@](N)(O)CO
LUMO energy in eV: 0.7846

=====

C.
ORCA calculation (the ωB97M-V functional and the def2-TZVPD basis) on a cluster of 2 separate species, C4H11NO3 in total.

XYZ file:
```
19
C4H11NO3 | the OMol25 dataset | the ωB97M-V functional and the def2-TZVPD basis
O -1.1020 -1.3744 -0.3236
O -1.1836 1.0151 -1.7268
O -0.0697 -1.1269 1.6579
N -2.4212 1.6715 0.0805
C 2.4995 -0.7071 0.5792
C -0.1024 -1.0411 0.3094
C -1.1115 1.6098 -0.4724
C 1.3676 -1.1123 -0.3409
H -0.9820 -1.3511 1.9268
H -2.9037 0.7847 -0.0320
H 2.3970 0.3343 0.9005
H -0.3149 0.9237 0.1478
H 2.5343 -1.3412 1.4703
H 1.4758 -2.1541 -0.6513
H -0.6543 2.5990 -0.5374
H -1.3547 0.0604 -1.5452
H -2.8896 2.5030 -0.2754
H 3.4618 -0.8116 0.0670
H 1.3536 -0.4818 -1.2346
```

Highest occupied orbital energy in eV: -9.28
HOMO-LUMO gap in eV: 9.91
SMILES: CCC(=O)O.NCO
LUMO energy in eV: 0.6233

=====

Going by the energies, A is most stable and the next is 1.058 eV up.

=====

A.
ORCA calculation (the ωB97M-V functional and the def2-TZVPD basis) on a structure of composition C8H15O2P.

XYZ file:
```
26
C8H15O2P | the OMol25 dataset | the ωB97M-V functional and the def2-TZVPD basis
P -2.0594 0.0880 -2.2638
O 2.5756 1.3324 -1.7477
O 2.9933 -0.6962 -1.0117
C -0.8522 1.2123 -1.5005
C -1.3129 1.1111 1.7318
C 4.4462 -0.3216 -0.8808
C -0.3770 -1.1714 1.2051
C -2.7624 -0.8462 0.8694
C 2.2625 0.3302 -1.2614
C -1.2690 0.2852 -0.6658
C -1.4065 -0.1170 0.7593
H -3.4559 0.0168 0.6847
H -3.2998 0.8319 -2.0714
H 4.5779 0.4766 -1.5767
H 0.9884 -0.1641 -0.9691
H -0.0636 -1.6891 0.2735
H 5.0171 -1.1324 -1.3015
H -1.3152 0.5901 2.7421
H -2.7543 -1.6088 0.0550
H 4.7633 -0.2679 0.1750
H -2.2535 1.5443 1.5275
H -0.5658 2.1806 -1.8789
H -0.4631 1.8774 1.5768
H -0.8528 -1.9153 1.9534
H 0.4785 -0.7552 1.6900
H -3.0394 -1.1919 1.8855
```

Highest occupied orbital energy in eV: -8.44
HOMO-LUMO gap in eV: 9.24
LUMO energy in eV: 0.7970

=====

B.
ORCA calculation (the ωB97M-V functional and the def2-TZVPD basis) on an isolated molecule of C8H15O2P.

XYZ file:
```
26
C8H15O2P | the OMol25 dataset | the ωB97M-V functional and the def2-TZVPD basis
P 1.0047 -1.4732 -0.1719
O 0.8426 2.2903 0.3044
O 2.5590 -0.8632 -0.2276
C 3.6131 -1.3275 0.5584
C -1.8519 -1.3318 -0.9756
C -2.3679 0.9850 -0.3068
C 0.2525 1.2675 0.7329
C -1.8741 -0.7026 1.5410
C -1.4552 -0.2191 0.1344
C 0.0299 0.0568 0.1380
C 1.4987 2.2501 -1.0191
H 3.2505 -2.0132 1.4196
H -1.9142 1.4006 -1.1819
H -1.3777 -2.2217 -0.7321
H 1.9373 1.2647 -1.1807
H 4.2821 -0.5760 0.8649
H 2.2820 3.0259 -1.0147
H -2.9203 -1.4052 -0.8284
H -3.4599 0.6781 -0.3175
H -1.3405 -0.8746 -1.9200
H -1.0870 -1.4322 1.9138
H -2.2422 1.6920 0.4663
H -1.7905 0.3083 2.1132
H -2.8576 -1.1261 1.4078
H 4.2798 -1.9543 0.0069
H 0.7066 2.3014 -1.7252
```

Highest occupied orbital energy (alpha / beta) in eV: -7.09 / -7.09
HOMO-LUMO gap (alpha / beta) in eV: 6.92 / 6.88
LUMO energy (alpha / beta) in eV: -0.1629 / -0.2112

=====

Going by the energies, A is most stable and the next is 0.601 eV up.

=====

A.
ORCA calculation (the ωB97M-V functional and the def2-TZVPD basis) on a structure of composition H12O5S.

XYZ file:
```
18
H12O5S | the OMol25 dataset | the ωB97M-V functional and the def2-TZVPD basis
S -0.7525 -0.4441 -1.8918
O -2.7974 0.3562 -0.2650
O 0.3731 0.4973 2.4354
O 2.3964 -0.2397 -0.8134
O 2.0349 -1.2039 1.8617
O -0.5234 1.7561 0.0156
H 2.8165 -0.7375 -0.1139
H -2.6162 -0.1320 -1.0687
H -2.0536 1.0131 -0.2104
H -1.4675 -1.2696 1.1719
H -0.6122 -0.3846 -3.2013
H 1.4879 -0.4772 -0.9748
H 0.6395 0.9117 3.2654
H -1.2342 -1.6923 0.6183
H 2.2911 -1.7043 2.6457
H 1.1975 -0.3722 2.0641
H 0.0048 1.3109 -0.7210
H -0.2817 1.3131 0.9193
```

Highest occupied orbital energy in eV: -9.77
HOMO-LUMO gap in eV: 3.23
LUMO energy in eV: -6.5359

=====

B.
ORCA calculation (the ωB97M-V functional and the def2-TZVPD basis) on a cluster of 6 separate species, H12O5S in total.

XYZ file:
```
18
H12O5S | the OMol25 dataset | the ωB97M-V functional and the def2-TZVPD basis
S 0.4290 -0.9141 -2.3889
O -2.6558 0.2455 -0.1954
O 0.9406 2.3451 0.2394
O -1.4399 2.0626 2.0526
O -0.0741 -0.4077 0.9211
O 2.4772 -2.4224 1.2110
H 3.0893 -3.0518 1.5982
H 0.6242 -0.2675 1.5786
H 0.8731 3.1861 0.7034
H 2.9776 -1.8315 0.6444
H 1.0240 -1.3348 -3.5104
H 0.2065 1.8352 0.6204
H -0.7295 -1.5065 -2.7027
H -1.7560 0.0692 0.1621
H -1.9031 1.2938 1.6938
H -2.1353 2.4887 2.5642
H 0.4313 -0.6422 0.1321
H -2.7163 -0.4759 -0.8307
```

Highest occupied orbital energy in eV: -10.14
HOMO-LUMO gap in eV: 10.52
SMILES: O.O.O.O.O.S
LUMO energy in eV: 0.3823

=====

Going by the energies, B is most stable and the next is 8.516 eV up.

=====

A.
ORCA calculation (the ωB97M-V functional and the def2-TZVPD basis) on a cluster of 2 separate species, C6H10O2 in total.

XYZ file:
```
18
C6H10O2 | the OMol25 dataset | the ωB97M-V functional and the def2-TZVPD basis
O -1.6173 -0.1192 1.3956
O 2.3634 -1.3917 0.4792
C 1.6095 2.0120 -0.2740
C -1.1148 -2.1053 0.3427
C -1.8025 0.0693 -0.9743
C 1.8460 1.0006 0.9885
C 2.1303 -0.2555 0.6536
C -1.4930 -0.6229 0.3113
H 0.5420 2.3160 -0.2251
H -1.8556 -2.5578 0.9195
H -1.4781 1.1063 -0.9597
H -2.8222 0.0296 -1.2839
H 2.2317 2.9097 -0.1438
H -1.1058 -0.3669 -1.7985
H -0.0208 -2.2573 0.6282
H 1.8928 1.1768 1.9766
H -1.1731 -2.4032 -0.7860
H 1.8673 1.4598 -1.2497
```

Highest occupied orbital energy in eV: -8.91
HOMO-LUMO gap in eV: 9.59
SMILES: CC(C)=O.CC=C=O
LUMO energy in eV: 0.6793

=====

B.
ORCA calculation (the ωB97M-V functional and the def2-TZVPD basis) on a structure of composition C6H10O2.

XYZ file:
```
18
C6H10O2 | the OMol25 dataset | the ωB97M-V functional and the def2-TZVPD basis
O -0.6539 1.3032 -1.1242
O -0.8990 -1.9454 0.2971
C 1.5171 1.2077 0.8023
C 0.6128 -1.1781 -1.5281
C -1.7107 0.6902 0.9856
C 0.5431 0.3021 0.9598
C -0.3233 -0.9249 -0.4037
C -0.8466 0.3892 -0.0963
H 1.4914 1.9562 0.0253
H -2.0103 1.7140 1.1437
H 2.3327 1.2479 1.5109
H 0.5338 -0.4062 1.7745
H 0.4387 -0.5483 -2.3995
H -2.0429 -0.0810 1.6576
H 1.6426 -0.9695 -1.2024
H 0.5423 -2.2153 -1.8582
H -0.8300 2.1873 -0.7830
H -0.3379 -2.7290 0.2384
```

Highest occupied orbital energy (alpha / beta) in eV: -6.35 / -6.04
HOMO-LUMO gap (alpha / beta) in eV: 6.99 / 6.70
LUMO energy (alpha / beta) in eV: 0.6454 / 0.6519

=====

Going by the energies, A is most stable and the next is 2.762 eV up.

=====

A.
ORCA calculation (the ωB97M-V functional and the def2-TZVPD basis) on an isolated molecule of C6H10O2.

XYZ file:
```
18
C6H10O2 | the OMol25 dataset | the ωB97M-V functional and the def2-TZVPD basis
O 0.3384 -0.1225 -1.5895
O -0.1085 1.1569 1.7602
C -0.1928 -0.1002 -0.3141
C 1.9615 1.2387 0.2906
C 0.5833 0.7559 0.6336
C -2.4186 -1.0178 -1.0420
C 1.8627 -0.1786 0.7826
C -1.4140 -0.5623 -0.0225
H -1.7446 -0.4833 0.9952
H -0.2266 -0.6866 -2.1269
H -2.2573 -2.0732 -1.3142
H -2.3728 -0.4122 -1.9568
H 2.1527 -0.3902 1.8029
H 2.3814 1.9881 0.9531
H 2.1663 -0.9571 0.0987
H 0.5282 1.3813 2.4473
H 2.1869 1.3982 -0.7541
H -3.4261 -0.9351 -0.6443
```

Highest occupied orbital energy in eV: -7.78
HOMO-LUMO gap in eV: 8.63
SMILES: C/C=C(\O)C1(O)CC1
LUMO energy in eV: 0.8503

=====

B.
ORCA calculation (the ωB97M-V functional and the def2-TZVPD basis) on an isolated molecule of C6H10O2.

XYZ file:
```
18
C6H10O2 | the OMol25 dataset | the ωB97M-V functional and the def2-TZVPD basis
O 1.5050 -1.0854 -0.3064
O 0.2101 0.0747 1.0308
C 1.8760 0.3413 -0.3230
C -0.9119 1.3492 -0.3908
C 0.1251 -0.8712 -0.1289
C 0.6277 1.1079 0.3270
C -1.9197 0.1325 -0.2281
C -1.2908 -1.2995 0.1503
H -1.3708 2.1482 0.2228
H 2.1768 0.6877 -1.3267
H -2.6841 0.5294 0.4696
H 2.7363 0.4990 0.3481
H -1.5087 -1.5032 1.2044
H -2.4312 0.0176 -1.1683
H 0.9619 1.9297 1.0151
H -1.0006 1.7221 -1.4654
H -1.5980 -2.2279 -0.5319
H -0.0413 -0.2769 -1.0020
```

Highest occupied orbital energy in eV: -9.32
HOMO-LUMO gap in eV: 10.37
SMILES: C1C[C@@H]2CO[C@@H](C1)O2
LUMO energy in eV: 1.0550

=====

C.
ORCA calculation (the ωB97M-V functional and the def2-TZVPD basis) on an isolated molecule of C6H10O2.

XYZ file:
```
18
C6H10O2 | the OMol25 dataset | the ωB97M-V functional and the def2-TZVPD basis
O 2.9871 -0.6707 0.4738
O -1.5564 -1.7263 -1.0497
C -1.3513 0.7260 -0.7155
C -1.0604 -0.6523 -0.1604
C 1.6812 -0.8022 0.3743
C 3.7925 -0.0862 -0.5586
C 0.5002 -0.7458 -0.0130
C -1.5075 -0.9064 1.3494
H -1.4121 -1.9190 1.5422
H -1.1255 -1.5085 -1.8513
H 4.4035 -0.9329 -1.0639
H -0.6000 1.5244 -0.4878
H -2.3200 1.2239 -0.3474
H 4.4664 0.5268 -0.0580
H -2.5159 -0.5288 1.5310
H -0.8412 -0.4256 2.0654
H 3.1713 0.4113 -1.2151
H -1.4722 0.6035 -1.7669
```

Highest occupied orbital energy in eV: -8.87
HOMO-LUMO gap in eV: 9.65
SMILES: COC#CC(C)(C)O
LUMO energy in eV: 0.7793

=====

D.
ORCA calculation (the ωB97M-V functional and the def2-TZVPD basis) on a structure of composition C6H10O2.

XYZ file:
```
18
C6H10O2 | the OMol25 dataset | the ωB97M-V functional and the def2-TZVPD basis
O 0.7902 0.6641 -1.2023
O -1.5679 -1.2368 0.0620
C -0.5302 1.3676 0.6742
C 0.9804 -1.1642 0.5069
C -0.1899 -1.1645 -0.3910
C -1.8692 0.0399 -0.6341
C -0.3728 0.3130 -0.4619
C 1.7383 -0.0933 -0.2730
H -2.5334 0.8813 -0.0803
H 0.8089 -0.7713 1.6010
H -0.7870 0.7633 1.8506
H 1.4990 -2.0255 0.4724
H -2.1591 -0.2238 -1.5496
H 0.6783 1.6231 0.8365
H -0.0151 -1.5618 -1.4353
H -1.3241 2.1508 0.3550
H 2.1448 0.6466 0.6238
H 2.7087 -0.2084 -0.9547
```

Highest occupied orbital energy in eV: -9.66
HOMO-LUMO gap in eV: 10.58
LUMO energy in eV: 0.9211

=====

Going by the energies, A is most stable and the next is 1.577 eV up.